Arrangement 1

Below is a molecular structure, C40H48ClCsN6O5S, with properties calculated with the ωB97M-V functional and the def2-TZVPD basis.

Properties
Charge: -2
M, g mol⁻¹: 893.3
Orbital gap, eV: 5.177
HOMO, eV: -1.7

Cartesian coordinates (Å):
Cs 0.513 -0.550 0.846
N 4.682 -0.884 -0.983
C 3.661 -1.938 -1.149
C 2.810 -2.201 0.122
O 3.333 -1.771 1.211
N 1.671 -2.824 0.074
C 0.984 -3.123 -1.160
C -0.468 -2.553 -1.218
O -0.960 -2.448 -2.383
O -1.032 -2.245 -0.121
H 5.023 -1.010 -0.035
H 4.173 -0.014 -0.894
H 4.164 -2.882 -1.377
H 3.046 -1.672 -2.009
H 0.863 -4.210 -1.275
H 1.465 -2.780 -2.082
N -2.494 -0.058 1.503
C -3.578 0.746 1.826
C -4.445 0.407 2.873
C -5.508 1.234 3.219
C -5.744 2.414 2.518
C -4.891 2.742 1.466
C -3.810 1.944 1.111
C -2.941 2.269 -0.077
C -3.537 2.322 -1.347
C -2.765 2.497 -2.489
C -1.380 2.600 -2.367
C -0.795 2.566 -1.104
C -1.551 2.419 0.058
H -2.536 -1.033 1.744
H -2.052 0.097 0.610
H -4.265 -0.514 3.422
H -6.155 0.952 4.039
H -6.572 3.066 2.785
H -5.053 3.659 0.906
H -4.610 2.180 -1.435
H -3.232 2.502 -3.467
H -0.766 2.684 -3.258
H 0.291 2.649 -1.011
C 1.247 3.823 7.948
C 0.816 3.541 6.520
C 1.608 2.791 5.652
C 1.194 2.516 4.337
C -0.021 2.995 3.845
C -0.810 3.734 4.726
C -0.406 4.013 6.033
S -0.791 2.617 1.986
C -0.425 4.341 1.520
O 0.389 1.701 1.647
H 2.317 3.638 8.078
H 0.715 3.191 8.670
H 1.050 4.865 8.226
H 2.564 2.405 6.011
H 1.824 1.924 3.674
H -1.788 4.096 4.379
H -1.050 4.598 6.693
H 0.485 4.265 0.904
H -0.231 4.954 2.400
H -1.244 4.748 0.918
C 5.370 3.549 -5.728
C 5.675 2.040 -5.755
C 5.466 1.529 -7.184
C 7.162 1.901 -5.391
C 4.741 1.274 -4.755
O 5.230 1.553 -3.434
C 4.655 -0.239 -4.965
C 5.954 -1.047 -4.787
C 5.669 -2.520 -4.608
C 5.618 -3.380 -5.702
C 5.312 -4.724 -5.546
C 5.048 -5.209 -4.280
Cl 4.671 -6.907 -4.078
C 5.078 -4.376 -3.174
C 5.395 -3.037 -3.346
C 3.329 1.882 -4.858
N 2.332 1.199 -4.058
C 2.230 1.197 -2.723
N 1.327 0.330 -2.332
C 0.822 -0.152 -3.514
N 1.425 0.333 -4.597
H 6.130 4.078 -6.316
H 5.402 3.941 -4.703
H 4.394 3.790 -6.163
H 6.027 2.164 -7.880
H 4.410 1.558 -7.487
H 5.824 0.500 -7.306
H 7.747 2.536 -6.068
H 7.532 0.882 -5.494
H 7.347 2.224 -4.366
H 4.905 0.889 -2.801
H 4.204 -0.454 -5.939
H 3.934 -0.613 -4.232
H 6.488 -0.676 -3.911
H 6.612 -0.922 -5.648
H 5.819 -2.993 -6.700
H 5.274 -5.392 -6.399
H 4.839 -4.765 -2.190
H 5.408 -2.373 -2.478
H 2.965 1.881 -5.881
H 3.389 2.903 -4.503
H 2.856 1.816 -2.085
H 0.049 -0.930 -3.534

Löwdin population analysis, charges in e, atoms 1 to 99: Cs 1.635; N 0.010; C -0.213; C -0.732; O -0.178; N -0.138; C -0.220; C -0.737; O -0.105; O -0.359; H 0.060; H 0.049; H 0.071; H 0.081; H 0.107; H 0.081; N 0.087; C -0.260; C -0.040; C -0.124; C -0.130; C -0.059; C -0.151; C -0.202; C -0.046; C -0.103; C -0.101; C -0.117; C -0.253; H 0.087; H 0.020; H 0.104; H 0.085; H 0.081; H 0.107; H 0.104; H 0.088; H 0.088; H 0.085; C -0.081; C -0.312; C -0.068; C -0.083; C -0.291; C -0.130; C -0.084; S 0.833; C -0.235; O -0.965; H 0.062; H 0.068; H 0.064; H 0.097; H 0.094; H 0.100; H 0.095; H 0.057; H 0.034; H 0.050; C -0.064; C -0.509; C -0.046; C -0.045; C -0.429; O -0.017; C -0.094; C -0.133; C -0.213; C -0.044; C -0.123; C -0.663; Cl 0.623; C -0.087; C -0.032; C -0.076; N -0.135; C -0.179; N 0.099; C -0.167; N 0.112; H 0.081; H 0.096; H 0.081; H 0.085; H 0.086; H 0.079; H 0.081; H 0.065; H 0.088; H 0.069; H 0.128; H 0.118; H 0.123; H 0.093; H 0.111; H 0.097; H 0.111; H 0.079; H 0.126

=====

Arrangement 2

Below is a molecular structure, C40H48ClCsN6O5S, with properties calculated with the ωB97M-V functional and the def2-TZVPD basis.

Properties
Charge: -2
M, g mol⁻¹: 893.3
Orbital gap, eV: 5.307
HOMO, eV: -1.8

Cartesian coordinates (Å):
Cs 2.507 0.759 0.571
N 2.621 4.206 4.083
C 1.645 3.192 3.661
C 2.200 1.747 3.799
O 3.428 1.669 4.076
N 1.438 0.696 3.598
C 0.085 0.849 3.134
C -0.214 0.059 1.837
O -1.161 0.536 1.142
O 0.473 -0.940 1.538
H 3.505 3.694 4.101
H 2.445 4.431 5.056
H 1.366 3.367 2.617
H 0.727 3.299 4.244
H -0.235 1.876 2.927
H -0.634 0.449 3.870
N 1.168 -1.330 -1.431
C 1.443 -2.021 -2.575
C 1.661 -3.405 -2.518
C 2.021 -4.128 -3.641
C 2.179 -3.481 -4.858
C 1.942 -2.112 -4.922
C 1.549 -1.352 -3.823
C 1.257 0.109 -3.999
C 0.648 0.477 -5.210
C 0.450 1.809 -5.539
C 0.868 2.784 -4.642
C 1.410 2.397 -3.419
C 1.613 1.064 -3.010
H 0.756 -1.792 -0.632
H 0.923 -0.355 -1.581
H 1.560 -3.899 -1.557
H 2.194 -5.196 -3.557
H 2.489 -4.026 -5.742
H 2.077 -1.600 -5.868
H 0.307 -0.291 -5.900
H -0.029 2.079 -6.475
H 0.741 3.838 -4.882
H 1.675 3.203 -2.732
C 7.172 -6.950 3.258
C 6.170 -5.869 2.949
C 6.581 -4.644 2.434
C 5.663 -3.650 2.125
C 4.315 -3.877 2.338
C 3.882 -5.098 2.835
C 4.808 -6.082 3.144
S 3.134 -2.571 1.956
C 2.863 -2.053 3.643
O 3.949 -1.496 1.305
H 8.124 -6.524 3.575
H 7.365 -7.569 2.378
H 6.812 -7.607 4.051
H 7.639 -4.462 2.276
H 5.966 -2.691 1.724
H 2.823 -5.277 2.985
H 4.467 -7.032 3.543
H 3.831 -1.850 4.103
H 2.330 -2.853 4.161
H 2.261 -1.127 3.606
C -3.067 0.794 -4.127
C -3.831 0.846 -2.794
C -5.067 1.734 -2.963
C -4.281 -0.593 -2.507
C -2.890 1.373 -1.657
O -2.013 0.318 -1.349
C -3.610 1.897 -0.398
C -4.447 0.911 0.420
C -4.786 1.489 1.770
C -6.085 1.864 2.091
C -6.394 2.420 3.327
C -5.380 2.596 4.248
Cl -5.758 3.293 5.811
C -4.074 2.233 3.959
C -3.783 1.684 2.721
C -2.065 2.555 -2.236
N -1.251 3.240 -1.252
C -0.128 2.785 -0.699
N 0.356 3.656 0.168
C -0.558 4.658 0.100
N -1.547 4.460 -0.747
H -3.664 0.249 -4.863
H -2.113 0.277 -4.009
H -2.864 1.785 -4.537
H -5.642 1.399 -3.831
H -4.802 2.780 -3.128
H -5.722 1.686 -2.090
H -4.923 -0.932 -3.327
H -4.845 -0.688 -1.582
H -3.417 -1.250 -2.442
H -1.696 0.348 -0.406
H -4.211 2.775 -0.651
H -2.823 2.258 0.267
H -3.871 -0.009 0.550
H -5.378 0.658 -0.091
H -6.876 1.722 1.362
H -7.406 2.712 3.572
H -3.292 2.378 4.693
H -2.767 1.391 2.471
H -2.703 3.313 -2.689
H -1.377 2.167 -2.986
H 0.286 1.830 -0.983
H -0.488 5.560 0.687

Löwdin population analysis, charges in e, atoms 1 to 99: Cs 1.206; N -0.026; C -0.223; C -0.641; O -0.114; N -0.031; C -0.213; C -0.728; O -0.077; O -0.183; H 0.038; H 0.041; H 0.071; H 0.101; H 0.089; H 0.113; N 0.080; C -0.262; C -0.050; C -0.138; C -0.140; C -0.072; C -0.125; C -0.228; C -0.101; C -0.147; C -0.148; C -0.201; C -0.085; H 0.074; H -0.007; H 0.101; H 0.084; H 0.076; H 0.097; H 0.092; H 0.079; H 0.081; H 0.068; C -0.066; C -0.290; C -0.044; C -0.058; C -0.381; C -0.084; C -0.057; S 0.894; C -0.228; O -0.713; H 0.071; H 0.077; H 0.069; H 0.108; H 0.107; H 0.110; H 0.105; H 0.069; H 0.055; H 0.016; C -0.054; C -0.504; C -0.051; C -0.044; C -0.434; O -0.018; C -0.102; C -0.135; C -0.208; C -0.043; C -0.128; C -0.677; Cl 0.602; C -0.092; C -0.002; C -0.054; N -0.108; C -0.215; N 0.092; C -0.234; N 0.097; H 0.081; H 0.089; H 0.080; H 0.080; H 0.079; H 0.072; H 0.078; H 0.063; H 0.089; H 0.050; H 0.126; H 0.106; H 0.129; H 0.091; H 0.107; H 0.093; H 0.105; H 0.098; H 0.127

=====

What should be chosen as the least stable of them? Choose arrangement 1.

=====

Arrangement 1

Below is a molecular structure, C36H59NO2PTi, with properties calculated with the ωB97M-V functional and the def2-TZVPD basis.

Properties
Charge: +3
M, g mol⁻¹: 616.7
Orbital gap (spin up / spin down), eV: 7.303 / 7.303
HOMO (spin up / spin down), eV: -17.4 / -17.4

Cartesian coordinates (Å):
Ti -0.173 -1.613 1.213
C 1.316 -3.033 0.698
C -0.007 -3.436 0.214
C 0.092 -3.432 -1.266
C 1.359 -3.056 -1.683
C 2.111 -2.824 -0.524
C 3.559 -2.539 -0.491
C 1.841 -3.019 -3.100
C -0.987 -3.894 -2.158
C -0.896 -4.489 0.862
C 2.075 -3.654 1.873
H 3.876 -2.067 0.437
H 3.879 -1.945 -1.345
H 4.088 -3.498 -0.569
H 1.253 -2.334 -3.711
H 1.765 -4.008 -3.554
H 2.883 -2.716 -3.164
H -1.981 -3.622 -1.800
H -0.948 -4.991 -2.187
H -0.848 -3.549 -3.179
H -1.602 -4.093 1.597
H -0.295 -5.259 1.347
H -1.501 -4.984 0.105
H 2.968 -4.160 1.507
H 1.482 -4.414 2.373
H 2.406 -2.931 2.621
O -2.283 -1.402 1.687
C -2.640 -0.080 2.237
C -1.891 0.280 3.515
C -0.338 0.160 3.508
C 0.055 -1.164 4.102
C 0.480 -1.264 5.413
C 0.539 -2.517 6.002
C 0.136 -3.620 5.260
C -0.205 -3.448 3.937
N -0.203 -2.241 3.332
H -3.083 -1.927 1.538
H -3.711 -0.085 2.431
H -2.439 0.636 1.441
H -2.280 -0.311 4.346
H -2.172 1.316 3.720
H 0.110 0.962 4.092
H 0.048 0.277 2.490
H 0.725 -0.370 5.968
H 0.863 -2.630 7.028
H 0.105 -4.610 5.692
H -0.480 -4.302 3.341
O -0.142 -0.038 0.281
P -0.187 1.392 -0.498
C -1.791 1.317 -1.430
C -2.304 -0.088 -1.807
C -1.951 -0.540 -3.220
C -2.398 0.490 -4.251
C -1.740 1.835 -3.980
C -2.050 2.334 -2.572
C 1.553 1.621 -1.039
C 2.128 0.505 -1.913
C 1.786 0.663 -3.389
C 2.189 2.038 -3.916
C 1.586 3.164 -3.081
C 1.940 3.000 -1.608
C -0.476 2.669 0.759
C 0.704 2.923 1.710
C 0.202 3.716 2.923
C -0.781 4.832 2.515
C -0.615 5.200 1.045
C -0.960 4.014 0.130
H -2.395 1.654 -0.577
H -3.395 -0.030 -1.733
H -1.991 -0.831 -1.066
H -2.446 -1.491 -3.417
H -0.871 -0.712 -3.301
H -3.486 0.598 -4.192
H -2.171 0.147 -5.260
H -2.090 2.584 -4.691
H -0.665 1.749 -4.132
H -3.120 2.552 -2.518
H -1.548 3.281 -2.385
H 1.980 1.534 -0.031
H 1.798 -0.469 -1.541
H 3.214 0.544 -1.787
H 0.711 0.519 -3.518
H 2.276 -0.118 -3.971
H 1.895 2.139 -4.961
H 3.279 2.124 -3.890
H 0.499 3.187 -3.203
H 1.957 4.127 -3.432
H 1.529 3.809 -1.009
H 3.027 3.067 -1.495
H -1.313 2.276 1.351
H 1.469 3.496 1.188
H 1.185 1.999 2.040
H 1.063 4.132 3.447
H -0.289 3.035 3.627
H -0.625 5.709 3.139
H -1.812 4.514 2.689
H 0.407 5.537 0.860
H -1.263 6.035 0.781
H -0.515 4.185 -0.848
H -2.040 3.970 -0.020

Löwdin population analysis, charges in e, atoms 1 to 99: Ti 1.221; C -0.329; C -0.339; C -0.113; C -0.178; C -0.127; C 0.019; C 0.009; C 0.015; C -0.007; C -0.014; H 0.108; H 0.092; H 0.138; H 0.083; H 0.111; H 0.089; H 0.104; H 0.134; H 0.095; H 0.073; H 0.104; H 0.094; H 0.101; H 0.071; H 0.093; O -0.136; C -0.142; C -0.104; C -0.123; C -0.267; C 0.035; C 0.028; C 0.010; C -0.094; N 0.016; H 0.142; H 0.150; H 0.088; H 0.139; H 0.132; H 0.123; H 0.065; H 0.140; H 0.140; H 0.136; H 0.101; O -0.438; P 1.066; C -0.303; C -0.175; C -0.191; C -0.170; C -0.179; C -0.159; C -0.322; C -0.174; C -0.184; C -0.168; C -0.168; C -0.157; C -0.349; C -0.192; C -0.163; C -0.166; C -0.169; C -0.168; H 0.106; H 0.138; H 0.074; H 0.113; H 0.095; H 0.130; H 0.127; H 0.135; H 0.081; H 0.139; H 0.088; H 0.116; H 0.077; H 0.136; H 0.075; H 0.116; H 0.127; H 0.129; H 0.088; H 0.132; H 0.094; H 0.142; H 0.104; H 0.117; H 0.096; H 0.127; H 0.090; H 0.124; H 0.117; H 0.124; H 0.129; H 0.091

=====

Arrangement 2

Below is a molecular structure, C36H59NO2PTi, with properties calculated with the ωB97M-V functional and the def2-TZVPD basis.

Properties
Charge: +3
M, g mol⁻¹: 616.7
Orbital gap, eV: 7.027
HOMO, eV: -17.2

Cartesian coordinates (Å):
Ti 0.002 -0.359 0.128
C 1.355 -1.777 -0.668
C -0.083 -2.156 -0.928
C -0.209 -2.214 -2.382
C 1.011 -1.926 -2.992
C 1.958 -1.662 -1.988
C 3.414 -1.487 -2.190
C 1.293 -2.040 -4.451
C -1.412 -2.723 -3.078
C -0.887 -3.201 -0.157
C 2.275 -2.382 0.398
H 3.879 -0.978 -1.348
H 3.640 -0.949 -3.107
H 3.878 -2.474 -2.293
H 0.668 -1.382 -5.048
H 1.092 -3.056 -4.788
H 2.331 -1.817 -4.666
H -2.342 -2.406 -2.610
H -1.376 -3.817 -3.056
H -1.408 -2.439 -4.126
H -1.491 -2.805 0.670
H -0.215 -3.980 0.210
H -1.583 -3.690 -0.837
H 3.082 -2.926 -0.094
H 1.756 -3.110 1.018
H 2.754 -1.640 1.052
O -1.996 -0.112 1.024
C -2.153 1.180 1.678
C -1.147 1.454 2.803
C 0.357 1.262 2.470
C 0.757 -0.114 2.920
C 1.411 -0.319 4.130
C 1.486 -1.602 4.649
C 0.840 -2.619 3.962
C 0.275 -2.344 2.732
N 0.271 -1.121 2.171
H -2.858 -0.562 1.042
H -3.155 1.242 2.111
H -2.063 1.940 0.893
H -1.383 0.828 3.669
H -1.317 2.491 3.104
H 0.942 2.006 3.013
H 0.535 1.386 1.384
H 1.842 0.517 4.659
H 1.994 -1.795 5.580
H 0.787 -3.619 4.361
H -0.214 -3.145 2.202
O -0.108 1.263 -0.676
P -0.082 2.634 -1.479
C -1.569 2.475 -2.655
C -1.989 1.045 -3.005
C -1.391 0.523 -4.308
C -1.678 1.477 -5.462
C -1.055 2.831 -5.165
C -1.625 3.408 -3.873
C 1.778 2.877 -1.603
C 2.472 1.684 -2.243
C 2.387 1.737 -3.764
C 2.937 3.054 -4.306
C 2.208 4.243 -3.691
C 2.282 4.196 -2.172
C -0.681 4.026 -0.386
C 0.241 4.396 0.775
C -0.529 5.277 1.771
C -1.367 6.348 1.051
C -0.848 6.568 -0.364
C -0.991 5.295 -1.211
H -2.321 2.851 -1.943
H -3.075 1.062 -3.131
H -1.760 0.355 -2.164
H -1.836 -0.443 -4.534
H -0.314 0.390 -4.188
H -2.755 1.585 -5.594
H -1.269 1.077 -6.389
H -1.264 3.528 -5.976
H 0.027 2.723 -5.096
H -2.682 3.626 -4.047
H -1.139 4.357 -3.657
H 2.005 2.862 -0.523
H 2.011 0.755 -1.866
H 3.521 1.702 -1.937
H 1.340 1.627 -4.051
H 2.943 0.905 -4.197
H 2.821 3.080 -5.388
H 4.004 3.130 -4.090
H 1.161 4.245 -4.006
H 2.664 5.170 -4.040
H 1.746 5.041 -1.743
H 3.326 4.292 -1.859
H -1.626 3.663 0.041
H 1.095 4.960 0.402
H 0.628 3.519 1.294
H 0.195 5.749 2.435
H -1.186 4.668 2.395
H -1.323 7.284 1.604
H -2.416 6.047 1.005
H 0.194 6.883 -0.322
H -1.405 7.372 -0.841
H -0.311 5.380 -2.058
H -2.008 5.242 -1.600

Löwdin population analysis, charges in e, atoms 1 to 99: Ti 1.221; C -0.323; C -0.323; C -0.125; C -0.166; C -0.134; C 0.011; C 0.010; C 0.013; C -0.011; C -0.016; H 0.106; H 0.087; H 0.137; H 0.083; H 0.111; H 0.086; H 0.112; H 0.133; H 0.087; H 0.076; H 0.107; H 0.089; H 0.099; H 0.071; H 0.099; O -0.128; C -0.156; C -0.104; C -0.126; C -0.273; C 0.038; C 0.027; C 0.012; C -0.100; N 0.009; H 0.149; H 0.152; H 0.097; H 0.140; H 0.122; H 0.139; H 0.070; H 0.138; H 0.138; H 0.134; H 0.102; O -0.458; P 1.097; C -0.296; C -0.172; C -0.195; C -0.166; C -0.178; C -0.172; C -0.318; C -0.190; C -0.178; C -0.165; C -0.169; C -0.168; C -0.344; C -0.193; C -0.163; C -0.168; C -0.170; C -0.182; H 0.120; H 0.141; H 0.085; H 0.101; H 0.084; H 0.130; H 0.126; H 0.134; H 0.086; H 0.141; H 0.088; H 0.124; H 0.071; H 0.142; H 0.080; H 0.110; H 0.126; H 0.130; H 0.094; H 0.133; H 0.098; H 0.143; H 0.109; H 0.116; H 0.080; H 0.125; H 0.098; H 0.125; H 0.120; H 0.121; H 0.129; H 0.092

=====

What should be chosen as the least stable of them? Choose arrangement 2.